The following is a quantum chemistry calculation of 7 unconnected molecules or ions with the total composition C20H43Cl12NO3P, from the OMol25 dataset.

The net charge is -1. The largest force on an atom comes out at 0.5 eV/Å. The calculation puts the total energy at -6932.041606 Eh.

Structure (XYZ):
```
80
C20H43Cl12NO3P | the OMol25 dataset | ωB97M-V/def2-TZVPD
Cl 2.778 4.755 1.928
Cl 0.198 1.235 2.182
Cl 1.364 -0.286 7.239
Cl -3.677 -10.576 -2.664
Cl 3.469 0.488 2.764
Cl -0.049 13.185 -0.849
Cl 3.188 12.843 -1.723
Cl 1.818 8.890 -1.030
Cl 4.552 0.368 6.348
Cl -0.311 5.650 0.814
Cl -1.446 9.655 -1.631
Cl -0.515 -9.208 -2.849
P -2.149 -4.855 -2.508
O -2.815 -6.007 -3.420
O -2.077 -3.658 -3.567
O -2.925 -4.539 -1.301
N 0.071 -3.681 0.940
C -0.442 -5.378 -2.251
C 3.967 -1.107 7.159
C 2.580 -1.474 6.694
C -1.004 -10.711 -2.029
C 0.658 -4.137 -0.261
C 0.008 -5.451 -0.776
C 1.094 5.180 -0.185
C 2.388 1.459 3.801
C 0.962 0.977 3.765
C 0.732 9.850 0.013
C -4.681 -6.957 -2.131
C -2.645 -2.394 -3.167
C -1.679 -1.614 -2.294
C -3.295 -7.160 -2.708
C 1.993 13.919 -2.491
C 1.009 14.468 -1.490
C -0.689 9.354 -0.040
C -2.115 -11.436 -2.744
C 0.141 -2.267 1.101
C 1.935 4.124 0.481
H -0.746 8.287 0.156
H 4.001 -0.935 8.231
H -1.286 -10.454 -1.011
H -0.860 -1.803 1.247
H 2.543 14.739 -2.950
H 2.706 3.785 -0.209
H 1.108 9.758 1.031
H 0.367 15.207 -1.967
H 1.488 13.350 -3.267
H -1.874 -11.582 -3.794
H -0.664 -1.766 -2.662
H 0.621 -3.376 -1.078
H -5.051 -7.931 -1.797
H 0.763 -6.244 -0.735
H 0.381 1.528 4.503
H 2.529 -1.526 5.608
H 0.591 -1.736 0.232
H 0.806 10.887 -0.303
H 2.465 2.491 3.471
H -1.913 -0.549 -2.304
H 0.190 -4.647 -2.757
H 2.294 -2.439 7.107
H 1.343 3.267 0.791
H -1.697 -1.993 -1.272
H -3.593 -2.562 -2.657
H -1.284 9.886 0.700
H 1.518 14.930 -0.648
H 2.771 1.367 4.816
H -2.851 -1.869 -4.100
H 1.761 -4.378 -0.156
H 0.746 -1.935 1.980
H -5.366 -6.606 -2.903
H 0.700 4.791 -1.123
H -0.125 -11.353 -2.000
H -4.672 -6.287 -1.276
H -2.270 -12.407 -2.278
H -3.331 -7.962 -3.443
H 4.658 -1.909 6.904
H 0.887 -0.087 3.980
H -2.584 -7.473 -1.940
H -0.801 -5.715 -0.097
H -0.323 -6.336 -2.760
H 1.663 6.083 -0.387
```

Listed below, in e, are the Mulliken charges computed for each atom: Cl -0.235; Cl -0.191; Cl -0.183; Cl -0.159; Cl -0.179; Cl -0.172; Cl -0.175; Cl -0.224; Cl -0.166; Cl -0.245; Cl -0.195; Cl -0.124; P 1.336; O -0.564; O -0.491; O -0.772; N -0.871; C -0.981; C -0.389; C -0.491; C -0.553; C -0.114; C -0.652; C -0.262; C 0.108; C -0.444; C 0.184; C -1.186; C -0.367; C -0.894; C -0.095; C -0.489; C -0.460; C -0.092; C -0.445; C -0.406; C -0.146; H 0.001; H 0.312; H 0.312; H 0.101; H 0.336; H 0.329; H 0.320; H 0.308; H 0.317; H 0.309; H 0.232; H -0.072; H 0.338; H 0.344; H 0.360; H 0.279; H 0.254; H -0.270; H 0.046; H 0.438; H 0.665; H 0.377; H 0.011; H 0.183; H 0.304; H 0.307; H 0.317; H 0.041; H 0.328; H 0.182; H 0.023; H 0.295; H 0.343; H 0.366; H 0.292; H 0.326; H 0.337; H 0.289; H 0.214; H 0.178; H 0.390; H 0.241; H 0.176